A molecular structure, C53H40GeN3O2PPd at a distorted geometry. Source: the OMol25 dataset; level of theory: ωB97M-V/def2-TZVPD.

Values from the calculation:
**Charge**: 0
**Largest force on an atom**: 1.429 eV/Å
**E_tot**: -133455.3923 eV
**Orbital gap (spin up / spin down)**: 6.55 / 6.48 eV
**Spin multiplicity**: 5
**ΔE to the lowest compared entry with this formula, charge and spin**: 2.607 eV
**LUMO energy (spin up / spin down)**: -0.0062 / -0.0303 Eh

Each line ends with the Mulliken charge.
Positions of all 101 atoms, in Å:
1 Pd -0.4596 -0.1922 -0.1610  -0.082
2 C -2.9117 -3.0780 2.4669  -1.456
3 C -4.2211 -2.8570 2.0829  -0.616
4 C -4.4777 -1.9510 1.0675  -0.991
5 C -3.4206 -1.2806 0.4667  0.509
6 N -2.1583 -1.4821 0.8576  0.895
7 C -1.9138 -2.3652 1.8241  -0.129
8 C -3.6275 -0.2858 -0.6375  0.716
9 C -4.8848 0.1653 -1.0213  -0.966
10 C -4.9590 1.1534 -1.9935  -0.918
11 C -3.8016 1.6705 -2.5373  -1.060
12 C -2.5698 1.1504 -2.1257  1.133
13 N -2.5198 0.1765 -1.2002  0.359
14 C -1.3092 1.6733 -2.6104  -0.675
15 C -1.2517 3.0240 -3.2435  -0.323
16 C 0.1478 3.5644 -3.5851  -0.815
17 C 1.2502 2.9156 -2.7238  -0.359
18 C 0.9915 1.4773 -2.4532  -1.277
19 N -0.1971 0.9880 -2.2837  -0.254
20 H -2.6568 -3.7814 3.2477  0.519
21 H -5.0368 -3.3829 2.5617  0.429
22 H -5.4929 -1.7753 0.7424  0.398
23 H -0.8743 -2.5037 2.0962  0.501
24 H -5.7879 -0.2185 -0.5706  0.379
25 H -5.9245 1.5264 -2.3108  0.427
26 H -3.8420 2.4643 -3.2699  0.436
27 H -1.9418 3.1292 -4.0813  1.202
28 H 0.4122 3.5893 -4.6396  0.417
29 H 2.2222 3.0255 -3.2044  0.702
30 H 1.8161 0.7879 -2.2945  0.631
31 O 0.2592 -2.2286 -2.0110  -0.741
32 C 0.9976 -2.0587 -1.0517  -0.832
33 O 1.9172 -1.1488 -0.9027  -0.498
34 C 1.0440 -3.0151 0.1113  1.766
35 C 0.7489 -4.3618 0.0080  -0.552
36 C 1.0170 -5.1941 1.0891  -0.760
37 C 1.5577 -4.6681 2.2553  -0.779
38 C 1.8269 -3.3061 2.3609  -0.328
39 C 1.5692 -2.4740 1.2780  -0.383
40 P 2.0252 -0.6825 1.2289  4.035
41 C 3.8460 -0.6542 1.0415  0.197
42 C 4.5824 0.3614 1.6518  -0.647
43 C 5.9492 0.4802 1.4347  -1.362
44 C 6.5970 -0.4192 0.6012  -0.740
45 C 5.8762 -1.4420 -0.0009  -0.835
46 C 4.5097 -1.5575 0.2148  -0.856
47 C 1.8108 -0.4442 3.0792  0.035
48 C 0.5021 -0.2125 3.5243  -0.256
49 C 0.2033 -0.0945 4.8744  -0.743
50 C 1.2133 -0.2092 5.8204  -0.805
51 C 2.5111 -0.4584 5.4024  -0.923
52 C 2.8040 -0.5848 4.0486  -0.125
53 H 0.3382 -4.7423 -0.9189  0.521
54 H 0.8222 -6.2574 1.0158  0.410
55 H 1.7735 -5.3221 3.0924  0.461
56 H 2.2239 -2.9089 3.2858  0.313
57 H 4.0824 1.0690 2.2985  1.114
58 H 6.5044 1.2763 1.9172  0.451
59 H 7.6600 -0.3223 0.4173  0.411
60 H 6.3774 -2.1480 -0.6509  0.426
61 H 3.9523 -2.3512 -0.2634  0.347
62 H -0.2938 -0.1117 2.7985  0.199
63 H -0.8192 0.0915 5.1822  0.474
64 H 0.9903 -0.1082 6.8756  0.396
65 H 3.3051 -0.5601 6.1330  0.414
66 H 3.8193 -0.8127 3.7551  0.584
67 C 1.1560 0.7112 0.6905  -1.529
68 Ge 0.6234 2.4700 1.2383  3.882
69 C 0.1390 3.4092 -0.4318  -1.157
70 C -1.1047 3.7207 -0.8044  -0.438
71 C -1.4114 4.2097 -2.1960  -0.565
72 C -0.1613 4.9173 -2.8754  -0.051
73 C 0.9493 5.1344 -1.9302  -1.825
74 C 1.2797 3.7731 -1.4058  0.331
75 C -0.9309 2.4834 2.4406  0.373
76 C -0.8902 3.0104 3.7318  -0.554
77 C -2.0332 3.0578 4.5217  -0.886
78 C -3.2402 2.5758 4.0348  -0.754
79 C -3.2946 2.0228 2.7620  -1.042
80 C -2.1494 1.9769 1.9769  -0.316
81 C 2.0504 3.6404 1.9115  0.864
82 C 1.7787 4.8047 2.6356  -1.014
83 C 2.8007 5.6716 3.0043  -0.779
84 C 4.1127 5.3989 2.6397  -0.701
85 C 4.3952 4.2690 1.8840  -0.994
86 C 3.3693 3.4031 1.5218  -0.535
87 H -1.9490 3.5245 -0.1497  0.586
88 H -2.3531 4.7544 -2.2473  0.575
89 H -0.4461 5.7525 -3.5109  0.670
90 H 1.1714 6.0541 -1.4050  0.322
91 H 2.2447 3.7011 -0.9076  0.771
92 H 0.0492 3.3528 4.1472  0.468
93 H -1.9789 3.4668 5.5235  0.409
94 H -4.1323 2.6245 4.6471  0.377
95 H -4.2286 1.6278 2.3785  0.470
96 H -2.1894 1.5172 0.9960  0.501
97 H 0.7582 5.0554 2.8983  0.411
98 H 2.5733 6.5672 3.5701  0.451
99 H 4.9101 6.0707 2.9330  0.378
100 H 5.4122 4.0646 1.5700  0.448
101 H 3.5958 2.5324 0.9166  0.733



A molecular structure, C31H44BBiN9O5S3. Source: the OMol25 dataset; level of theory: ωB97M-V/def2-TZVPD.

Values from the calculation:
**Charge**: -1
**Largest force on an atom**: 0.403 eV/Å
**E_tot**: -95541.5786 eV
**Orbital gap**: 6.95 eV
**ΔE to the lowest compared entry with this formula, charge and spin**: 0.000 eV
**LUMO energy**: 0.0844 Eh

Each line ends with the Mulliken charge.
Positions of all 94 atoms, in Å:
1 Bi -0.0423 -0.6471 -0.0357  1.800
2 N -2.3298 -0.6431 -1.0904  -0.245
3 C -2.6490 -2.0253 -1.4453  -0.734
4 C -1.4151 -2.7354 -2.0047  0.518
5 O -1.5552 -3.6466 -2.8215  -0.779
6 N -0.2516 -2.2854 -1.5078  -0.102
7 C 0.9821 -2.8793 -1.9791  -0.763
8 C 2.1424 -1.8859 -1.9024  0.367
9 O 3.2015 -2.1550 -2.4564  -0.763
10 O 1.9260 -0.8184 -1.1962  -0.299
11 H -2.9465 -0.2368 -0.3979  0.315
12 H -2.2396 -0.0414 -1.8955  -0.172
13 H -3.4560 -2.1127 -2.1751  0.370
14 H -2.9297 -2.5526 -0.5354  0.347
15 H 0.8755 -3.2362 -3.0021  0.484
16 H 1.2656 -3.7391 -1.3598  0.227
17 C -4.2154 2.0223 -3.3444  -1.339
18 C -2.8559 2.7110 -3.5240  1.086
19 C -3.0281 4.0336 -4.2821  -1.680
20 C -1.9530 1.8284 -4.3840  -1.879
21 N -2.3286 3.0569 -2.1634  0.844
22 C -3.0814 3.9413 -1.3964  -0.286
23 C -2.3633 4.2506 -0.3128  -1.610
24 N -1.1648 3.5751 -0.3743  0.332
25 B -0.1218 3.9319 0.7309  0.931
26 N -0.5045 3.4065 2.1368  0.104
27 C 0.0655 4.0275 3.2284  -1.576
28 C -0.3439 3.4031 4.3384  0.012
29 N -1.2044 2.3843 3.9532  0.415
30 C -1.3006 2.3930 2.5778  0.078
31 S -2.2528 1.3639 1.6253  -0.348
32 C -1.7506 1.3714 4.9026  1.526
33 C -3.2800 1.3193 4.8450  -1.680
34 C -1.3506 1.7665 6.3224  -2.232
35 C -1.1392 0.0063 4.5714  -1.564
36 N 1.3378 3.5996 0.3354  0.372
37 C 1.9480 4.4519 -0.5636  -1.410
38 C 3.2329 4.1006 -0.6779  -0.267
39 N 3.4553 3.0276 0.1761  0.420
40 C 2.2565 2.6911 0.7732  -0.059
41 S 1.9401 1.3996 1.8292  -0.145
42 C 4.7850 2.3528 0.2612  1.457
43 C 5.8416 3.2652 -0.3630  -2.261
44 C 4.7189 1.0409 -0.5158  -0.983
45 C 5.2024 2.1112 1.7145  -1.678
46 C -1.1504 2.7956 -1.4845  -0.053
47 S 0.0843 1.6909 -1.9131  -0.264
48 H -4.5582 1.6210 -4.2994  0.474
49 H -4.9716 2.7154 -2.9716  0.340
50 H -4.1360 1.1999 -2.6344  0.208
51 H -3.4077 3.8380 -5.2862  0.461
52 H -2.0636 4.5379 -4.3679  0.359
53 H -3.7225 4.7075 -3.7792  0.394
54 H -2.4188 1.7481 -5.3692  0.547
55 H -1.8239 0.8259 -3.9889  0.246
56 H -0.9628 2.2602 -4.4952  0.467
57 H -4.0640 4.2699 -1.6814  0.533
58 H -2.5994 4.8947 0.5169  0.619
59 H -0.1618 5.1430 0.8078  -0.252
60 H 0.7393 4.8590 3.1083  0.589
61 H -0.0873 3.6059 5.3606  0.494
62 H -3.7083 2.2929 5.0993  0.413
63 H -3.6349 0.5763 5.5632  0.459
64 H -3.6184 1.0356 3.8553  0.277
65 H -1.7213 2.7616 6.5801  0.509
66 H -0.2670 1.7385 6.4559  0.470
67 H -1.7948 1.0507 7.0131  0.433
68 H -1.4998 -0.3501 3.6081  0.210
69 H -1.4148 -0.7264 5.3336  0.524
70 H -0.0494 0.0844 4.5260  0.359
71 H 1.4000 5.2395 -1.0526  0.613
72 H 3.9997 4.5294 -1.2939  0.483
73 H 5.7145 3.3547 -1.4429  0.480
74 H 6.8199 2.8204 -0.1827  0.443
75 H 5.8293 4.2608 0.0866  0.487
76 H 4.5632 1.2258 -1.5810  0.342
77 H 3.8774 0.4410 -0.1786  -0.239
78 H 5.6406 0.4691 -0.3875  0.469
79 H 5.2752 3.0574 2.2587  0.369
80 H 6.1815 1.6267 1.7196  0.503
81 H 4.4889 1.4765 2.2260  0.295
82 O -1.5599 -3.9196 2.6388  -0.774
83 C -0.9466 -3.0648 2.0065  0.166
84 O -1.4316 -2.1550 1.2549  -0.595
85 C 0.5795 -3.0695 2.1435  0.227
86 C 1.1948 -3.8752 3.0902  -0.626
87 C 2.5747 -3.8473 3.1958  -0.352
88 C 3.3013 -3.0265 2.3439  -0.869
89 C 2.6174 -2.2512 1.4250  -0.359
90 N 1.2846 -2.2731 1.3391  0.415
91 H 0.5673 -4.4980 3.7115  0.542
92 H 3.0780 -4.4603 3.9331  0.405
93 H 4.3812 -2.9792 2.3839  0.470
94 H 3.1302 -1.6013 0.7273  0.141



A molecular structure, C32H26BrN5O5PbSe at a distorted geometry. Source: the OMol25 dataset; level of theory: ωB97M-V/def2-TZVPD.

Values from the calculation:
**Charge**: 0
**Largest force on an atom**: 2.031 eV/Å
**E_tot**: -191925.7119 eV
**Orbital gap**: 5.75 eV
**ΔE to the lowest compared entry with this formula, charge and spin**: 2.357 eV
**LUMO energy**: -0.0715 Eh

Each line ends with the Mulliken charge.
Positions of all 71 atoms, in Å:
1 Pb -1.8733 -1.1445 0.7616  1.150
2 C -1.7163 4.9834 -0.3554  -0.728
3 O -2.3125 5.1124 0.9394  -0.390
4 C -2.2281 4.1962 1.9144  0.525
5 C -2.7721 4.6826 3.1452  -0.709
6 C -2.5559 4.0514 4.3160  -0.652
7 C -1.7751 2.8671 4.3483  -0.250
8 C -1.2226 2.3244 3.2275  0.547
9 C -0.3410 1.1575 3.3822  -1.020
10 N -0.2762 0.0969 2.6687  0.181
11 N 0.7378 -0.7402 3.0860  -0.522
12 C 1.2975 -1.4927 2.2231  0.252
13 O 0.8658 -1.4655 0.9451  0.023
14 C 2.4202 -2.3290 2.7130  -0.421
15 C 2.1521 -3.3753 3.5871  -0.222
16 C 3.1950 -4.1466 4.0761  -0.736
17 C 4.5025 -3.8727 3.7085  -0.424
18 C 4.7724 -2.8091 2.8588  -0.731
19 C 3.7361 -2.0389 2.3604  0.452
20 C -1.3016 3.0137 1.9295  0.729
21 O -0.6479 2.6543 0.9542  -0.738
22 H -1.4410 5.9964 -0.6450  0.290
23 H -2.4555 4.5990 -1.0621  0.284
24 H -0.8415 4.3427 -0.3434  0.309
25 H -3.3532 5.5918 3.0800  0.451
26 H -2.9628 4.4526 5.2324  0.361
27 H -1.6348 2.3662 5.2981  0.527
28 H 0.3838 1.2459 4.1973  0.474
29 H 1.1327 -3.5835 3.8813  0.471
30 H 2.9804 -4.9717 4.7405  0.403
31 H 5.3128 -4.4776 4.0914  0.414
32 H 5.7927 -2.5743 2.5902  0.430
33 H 3.9543 -1.2123 1.6969  0.428
34 O -5.0852 1.2312 -2.1470  -0.400
35 C -4.2813 1.3474 -3.2326  0.920
36 C -4.8392 1.7302 -4.4504  -0.757
37 C -4.0433 1.9686 -5.5549  -0.566
38 C -2.6701 1.8652 -5.4439  -0.923
39 C -2.1113 1.4420 -4.2481  -0.335
40 C -2.8933 1.1272 -3.1401  -0.232
41 C -2.2540 0.5918 -1.8550  1.104
42 O -3.0541 -0.2252 -1.1328  -0.988
43 N -0.9630 -0.0329 -2.1823  -0.537
44 N -0.3018 -0.5966 -1.1919  0.232
45 C 0.7907 -1.2400 -1.3681  -0.845
46 C 1.4661 -1.8533 -0.2432  0.057
47 Br -1.5139 -3.6518 0.1617  -0.621
48 C 2.4463 -2.7662 -0.3129  -0.363
49 C 3.3604 -3.0730 -1.4079  0.355
50 C 3.8359 -2.1024 -2.2937  -0.290
51 C 4.8538 -2.3961 -3.1856  -0.760
52 C 5.4178 -3.6620 -3.2175  -0.404
53 C 4.9355 -4.6433 -2.3627  -0.592
54 C 3.9240 -4.3519 -1.4668  -0.449
55 H -6.0038 1.3484 -2.4140  0.270
56 H -5.9160 1.8361 -4.5237  0.313
57 H -4.4994 2.2530 -6.4929  0.379
58 H -2.0335 2.0996 -6.2858  0.398
59 H -1.0355 1.3577 -4.1722  0.533
60 H -1.9493 1.4817 -1.2428  -0.369
61 H -0.8054 -0.3691 -3.1246  0.489
62 H 1.1961 -1.4064 -2.3626  0.622
63 H 2.6508 -3.3282 0.5858  0.542
64 H 3.4518 -1.0927 -2.2330  0.491
65 H 5.2306 -1.6236 -3.8424  0.378
66 H 6.2313 -3.8763 -3.8968  0.383
67 H 5.3747 -5.6311 -2.3755  0.383
68 H 3.5597 -5.1163 -0.7929  0.433
69 Se -3.8014 2.5015 1.2965  0.372
70 C -4.7901 2.6516 2.8141  0.152
71 N -5.4051 2.7046 3.7913  -0.530



A molecular structure, C7H23BeNO3P at a distorted geometry. Source: the OMol25 dataset; level of theory: ωB97M-V/def2-TZVPD.

Values from the calculation:
**Charge**: -1
**Largest force on an atom**: 2.611 eV/Å
**E_tot**: -24950.7448 eV
**Orbital gap (spin up / spin down)**: 2.53 / 2.53 eV
**LUMO energy (spin up / spin down)**: 0.1131 / 0.1131 Eh

Each line ends with the Mulliken charge.
Positions of all 36 atoms, in Å:
1 C -1.0744 1.8251 -1.0287  -1.630
2 Be 0.1168 0.4881 -2.8704  -1.190
3 N 1.1526 -0.8635 -2.9753  -0.194
4 H 0.8665 1.5139 -3.1320  -0.307
5 H 2.1255 -0.5676 -2.8841  0.144
6 H -0.9858 0.0787 -3.4903  -0.332
7 H -1.1666 1.9129 -2.1119  -0.143
8 H -0.4325 2.6477 -0.6847  0.311
9 H -2.0805 1.9914 -0.6253  -0.153
10 H 0.8907 -1.4582 -2.1938  0.159
11 H 1.0434 -1.3743 -3.8670  0.183
12 C 1.3929 2.6168 1.2063  -1.467
13 C 1.8539 1.6643 0.1218  -0.418
14 O 1.0261 0.3817 0.0726  -0.614
15 P -0.5064 0.3127 -0.2649  7.651
16 O -1.3748 0.5599 1.0185  0.384
17 C -1.7086 -0.1619 2.2614  -1.746
18 C -0.5760 -0.0186 3.2298  -1.277
19 O -0.6887 -1.1425 -0.8484  -2.913
20 C -1.0916 -2.5144 -0.2368  -0.403
21 C 0.1441 -3.2774 0.1336  -1.578
22 H 0.3014 2.7481 1.2765  0.240
23 H 1.8387 3.6010 1.0023  0.511
24 H 1.7997 2.3015 2.1767  0.186
25 H 1.8250 2.0820 -0.9031  -0.101
26 H 2.8524 1.2736 0.3450  0.602
27 H -2.6268 0.3186 2.6136  0.419
28 H -1.9467 -1.1953 1.9833  0.128
29 H -0.3000 1.0362 3.3618  -0.031
30 H -0.8856 -0.4529 4.1826  0.643
31 H 0.2871 -0.5818 2.8635  0.229
32 H -1.7533 -2.2998 0.6055  0.325
33 H -1.6516 -2.9856 -1.0450  0.435
34 H 0.6922 -2.7693 0.9282  -0.002
35 H -0.1798 -4.2573 0.4906  0.760
36 H 0.8207 -3.4339 -0.7118  0.190



A single C2H3NO2 molecule at a distorted geometry. Source: the OMol25 dataset; level of theory: ωB97M-V/def2-TZVPD.

Values from the calculation:
**Charge**: 0
**Largest force on an atom**: 8.106 eV/Å
**E_tot**: -7700.3762 eV
**Orbital gap**: 8.54 eV
**ΔE to the lowest compared entry with this formula, charge and spin**: 7.467 eV
**LUMO energy**: -0.0227 Eh

Each line ends with the Mulliken charge.
Positions of all 8 atoms, in Å:
1 C -0.2158 -0.8389 0.0949  -0.077
2 C -0.7741 0.5190 -0.0865  -0.161
3 N 1.0388 -1.0571 -0.0574  -0.280
4 O 1.1394 1.1763 0.0724  -0.413
5 O 1.8168 -0.0492 -0.0748  -0.004
6 H -1.0103 -1.5079 0.2718  0.385
7 H -0.8378 0.7799 -1.0285  0.298
8 H -1.1570 0.9778 0.8082  0.253